The following is a quantum chemistry calculation of a gas-phase ion, C11H17NO2P (charge -1), from the Open Molecules 2025 dataset.

Atoms and positions in Å:
C: -0.7746 0.9246 -0.3066
C: 0.3968 1.5113 -0.3535
C: -0.5382 -1.3090 0.1430
C: 1.6792 0.7543 -0.4268
C: 0.7891 -1.4167 0.5428
C: 0.5402 2.9808 -0.5126
C: -2.9116 0.9485 -1.4932
C: 3.9051 -0.7867 1.2460
C: -3.2199 -2.2171 0.2699
C: -2.1645 1.3351 -0.3143
C: 3.1410 -1.0728 -0.0313
N: 1.7254 -0.5720 -0.1072
O: 2.7108 1.4433 -0.4556
O: 1.1622 -2.3987 1.2121
P: -1.7936 -1.6722 1.3705
H: 1.6248 3.2735 -0.7407
H: 0.3369 3.5491 0.5138
H: -0.2975 3.3352 -1.1970
H: -3.9651 1.0543 -1.3381
H: -2.6571 -0.0338 -1.7612
H: -2.6372 1.4747 -2.4109
H: 3.4060 -1.0468 2.1891
H: 4.9163 -1.3506 1.2518
H: 4.2003 0.2256 1.0970
H: -3.7592 -2.7823 0.8965
H: -2.6706 -2.6621 -0.5923
H: -3.6480 -1.2403 -0.0079
H: -2.6799 0.7433 0.5332
H: -2.2937 2.4782 -0.0343
H: 3.7260 -0.4804 -0.7419
H: 3.0609 -2.0677 -0.2013
H: -1.3105 -2.9226 1.7609

Values from the calculation:
**Spin multiplicity**: 3
**Net charge**: -1
**Highest occupied orbital energy (alpha / beta)**: -1.019 / -4.042 eV
**Expectation value of S²**: 2.0186

=====

The following is a quantum chemistry calculation of 2 unconnected molecules or ions with the total composition C11H17NSSi, from the Open Molecules 2025 dataset.

Atoms and positions in Å:
C: 0.0876 -0.4747 4.4215
C: 2.0818 -0.2134 3.0380
C: -0.5767 -0.5064 3.2109
C: 1.3810 0.0042 1.8907
C: 1.4470 -0.3156 4.3100
C: 0.0351 -0.2102 1.9690
C: 1.8712 0.4340 -2.1940
C: 0.9070 -0.0161 -1.0628
C: -2.4484 1.5321 -3.9847
C: -3.0175 -1.5522 -4.6070
C: -0.2608 0.4814 -0.7273
N: 2.2014 -0.4527 5.3974
Si: -2.4010 -0.3504 -3.3340
S: -1.1428 0.1174 0.7208
H: -0.3460 -0.7287 5.4272
H: 3.1155 -0.0780 2.9246
H: -1.6376 -0.6000 3.1766
H: 1.9409 0.2211 0.8841
H: 1.9514 -0.2442 -3.0456
H: 2.9371 0.5850 -1.8791
H: 1.1923 -0.9263 -0.4394
H: -2.0360 2.2304 -3.1600
H: -1.7798 1.6188 -4.8251
H: -3.5312 1.8901 -4.1100
H: -3.0536 -2.5191 -4.1932
H: -3.3579 -1.2664 -5.6019
H: 1.7335 1.4902 -2.4936
H: -0.6230 1.4074 -1.3022
H: 1.8850 -0.5571 6.3169
H: 3.2747 -0.5798 5.3605
H: -1.8299 -0.4211 -2.0880

Values from the calculation:
**SMILES string**: C/C=C/Sc1ccc(N)cc1.C=[SiH]C
**Relative energy (zero: lowest compared OMol25 entry of this formula, charge and spin)**: 98.02 kcal/mol
**Highest occupied orbital energy**: -7.131 eV

=====

The following is a quantum chemistry calculation of 2 unconnected molecules or ions with the total composition C11H18, from the Open Molecules 2025 dataset.

Atoms and positions in Å:
C: -0.7517 -0.2546 -2.6017
C: -1.3641 -0.4500 -3.9807
C: 0.7329 -0.6389 -2.5617
C: -0.9249 1.1805 -2.1166
H: -1.2545 -0.9117 -1.8845
H: -1.1384 0.3933 -4.6378
H: 1.3000 -0.0866 -3.3150
H: 1.1443 -0.4089 -1.5796
H: 0.8440 -1.7041 -2.7704
H: -1.9744 1.4826 -2.1540
H: -0.5591 1.2817 -1.0956
H: -0.3955 1.8649 -2.7836
H: -2.4510 -0.5510 -3.9541
H: -0.9871 -1.3454 -4.4827
C: 0.0512 1.8665 3.7868
C: -0.0328 -0.8699 1.1514
C: 0.9600 -1.7222 1.6068
C: -0.3210 0.2931 1.8525
C: 0.3816 0.6108 3.0128
C: 1.6663 -1.4162 2.7573
C: 1.3744 -0.2506 3.4635
H: -0.6041 -1.1169 0.2674
H: 1.1826 -2.6384 1.0820
H: -1.0937 0.9626 1.4940
H: 2.4296 -2.0948 3.1064
H: 0.0700 1.6563 4.8565
H: -0.9567 2.2029 3.5411
H: 1.9339 -0.0212 4.3617
H: 0.7382 2.6863 3.5778

Values from the calculation:
**SMILES string**: Cc1ccccc1.CC(C)C
**Relative energy (zero: lowest compared OMol25 entry of this formula, charge and spin)**: 1.66 kcal/mol
**Highest occupied orbital energy**: -9.092 eV

=====

The following is a quantum chemistry calculation of 2 unconnected molecules or ions with the total composition C11H18, from the Open Molecules 2025 dataset.

Atoms and positions in Å:
C: 3.2951 -0.2954 1.2726
C: 3.1659 -1.8498 1.0934
C: 3.6969 0.3152 -0.0960
H: 2.5243 0.3212 1.7425
H: 4.1542 -0.1742 1.9479
H: 2.1545 -2.2415 1.0300
H: 2.8561 0.2566 -0.7865
H: 3.6377 -2.3340 1.9433
H: 3.8578 -2.1115 0.2982
H: 3.9231 1.3851 -0.1554
H: 4.4693 -0.3645 -0.4329
C: -3.5535 1.4129 -0.5122
C: -3.5928 1.8202 0.9843
C: -2.3400 0.4968 -0.7192
C: -1.0890 1.0032 -0.4843
C: -2.4635 -0.9084 -0.8932
C: 0.0148 0.2358 -0.9721
C: -1.3746 -1.7021 -1.1584
C: -0.1064 -1.1156 -1.1917
H: -4.4641 0.8787 -0.7816
H: -3.5838 2.2262 -1.2397
H: -3.9989 0.9211 1.4467
H: -0.8630 1.9934 -0.1076
H: -3.4623 -1.2872 -1.0091
H: 0.9852 0.7091 -0.9635
H: -1.5987 -2.7521 -1.2742
H: 0.7535 -1.7135 -1.4734
H: -4.3119 2.6445 1.0809
H: -2.6858 2.2299 1.4111

Values from the calculation:
**SMILES string**: CCc1ccccc1.CCC
**Relative energy (zero: lowest compared OMol25 entry of this formula, charge and spin)**: 30.79 kcal/mol
**Highest occupied orbital energy**: -8.949 eV

=====

The following is a quantum chemistry calculation of a gas-phase ion, C11H18B2FO2 (charge -1), from the Open Molecules 2025 dataset.

Atoms and positions in Å:
O: -2.0943 1.9058 1.7428
B: -1.1460 2.4425 0.8148
O: -0.4435 3.5322 1.3381
B: -0.8354 1.9064 -0.7863
C: -1.8517 0.7121 -1.2895
C: -1.9476 -0.5372 -0.4066
C: -2.7179 -1.6373 -1.0969
F: -2.8158 -2.8074 -0.3149
C: 0.7993 1.5867 -1.0179
C: 1.2227 0.1398 -1.3329
C: 1.7445 -0.6654 -0.1632
C: 2.5886 -1.7591 -0.3737
C: 3.0641 -2.5248 0.6802
C: 2.6979 -2.2155 1.9856
C: 1.8500 -1.1363 2.2126
C: 1.3826 -0.3716 1.1533
H: -2.7451 2.5562 2.0252
H: -0.6925 3.6646 2.2610
H: -1.0932 2.9148 -1.4621
H: -1.5910 0.3968 -2.3141
H: -2.8655 1.1305 -1.3677
H: -2.4580 -0.2931 0.5285
H: -0.9627 -0.9224 -0.1277
H: -2.2421 -1.9178 -2.0418
H: -3.7390 -1.3066 -1.3170
H: 1.1808 2.2113 -1.8322
H: 1.3662 1.9149 -0.1379
H: 0.3962 -0.4356 -1.7637
H: 2.0105 0.1291 -2.0967
H: 2.8859 -2.0164 -1.3853
H: 3.7251 -3.3647 0.4956
H: 3.0660 -2.8067 2.8163
H: 1.5438 -0.8856 3.2229
H: 0.7171 0.4597 1.3510

Values from the calculation:
**Net charge**: -1
**Highest occupied orbital energy**: -4.295 eV

=====

The following is a quantum chemistry calculation of 2 unconnected molecules or ions with the total composition C11H18BO2S, from the Open Molecules 2025 dataset.

Atoms and positions in Å:
C: 3.7265 1.1722 1.4688
C: 2.2842 0.9166 1.8623
S: 1.2353 2.4051 1.8005
C: -0.1639 1.8848 0.7256
B: -1.6097 2.5278 1.1972
O: -2.1125 1.8608 2.4233
C: -2.9550 0.7994 2.0559
C: -3.0491 0.8747 0.4954
O: -2.6365 2.1471 0.1604
H: 4.2756 1.7149 2.2300
H: 3.7612 1.6910 0.5193
H: 4.2220 0.2099 1.3321
H: 1.8711 0.2059 1.1570
H: 2.2225 0.4819 2.8543
H: 0.1177 2.1728 -0.2827
H: -0.1746 0.7982 0.7429
H: -1.5912 3.7515 1.2127
H: -3.9179 0.9095 2.5541
H: -2.4511 -0.1432 2.2987
H: -4.0342 0.6269 0.0949
H: -2.3704 0.0952 0.1081
C: 0.1203 -1.7648 -0.9639
C: -0.8734 -2.5468 -1.5345
C: -0.7138 -3.0437 -2.8206
C: 0.4417 -2.7601 -3.5358
C: 1.4350 -1.9766 -2.9649
C: 1.2731 -1.4770 -1.6800
H: -0.0068 -1.3696 0.0354
H: -1.7754 -2.7630 -0.9770
H: -1.4929 -3.6479 -3.2683
H: 0.5656 -3.1459 -4.5401
H: 2.3345 -1.7507 -3.5239
H: 2.0421 -0.8568 -1.2372

Values from the calculation:
**Net charge**: -1
**Highest occupied orbital energy**: -4.016 eV

=====

The following is a quantum chemistry calculation of a molecular structure, C11H18BrCuN3OS, from the Open Molecules 2025 dataset.

Atoms and positions in Å:
Cu: -0.0176 -0.0122 -0.1994
C: 2.1706 0.9604 -1.9216
C: 2.8167 0.3233 -0.7017
N: 1.8488 -0.6099 -0.0399
C: 2.1289 -0.7316 1.4985
C: 1.8869 0.6036 2.1348
S: 0.4019 1.4328 1.5416
C: 0.9941 2.8421 0.4052
C: 0.5419 2.6836 -1.0305
N: 0.7863 1.3579 -1.6270
H: 2.1182 0.2897 -2.8154
H: 2.7867 1.7908 -2.2753
H: 3.0913 1.0955 0.0197
H: 3.7060 -0.2395 -0.9966
H: 1.9205 -1.5504 -0.4348
H: 3.1735 -1.0166 1.6620
H: 1.4622 -1.5066 1.8730
H: 2.7234 1.2769 2.0509
H: 1.7145 0.5512 3.2043
H: 2.0869 2.8065 0.5683
H: 0.5796 3.7187 0.8789
H: 1.0002 3.4408 -1.6862
H: -0.5410 2.8446 -1.1310
H: 0.2299 1.3653 -2.4497
O: -5.2937 -2.9396 0.4937
C: -4.1182 -2.4342 0.2824
C: -2.9140 -3.1286 0.2369
C: -1.7212 -2.4376 -0.0274
N: -1.7180 -1.1256 -0.2409
C: -2.8922 -0.4553 -0.1815
Br: -2.9078 1.4201 -0.2362
C: -4.0994 -1.0651 0.0253
H: -5.2589 -3.8922 0.6583
H: -2.9231 -4.2049 0.3644
H: -0.7866 -3.0050 -0.0268
H: -4.9773 -0.4488 0.1236

Values from the calculation:
**Spin multiplicity**: 2
**Relative energy (zero: lowest compared OMol25 entry of this formula, charge and spin)**: 3.32 kcal/mol
**Net charge**: +2
**Highest occupied orbital energy (alpha / beta)**: -15.951 / -15.943 eV
**Expectation value of S²**: 0.7532

=====

The following is a quantum chemistry calculation of a molecular structure, C11H18Cl2INbO2P, from the Open Molecules 2025 dataset.

Atoms and positions in Å:
C: 1.2523 -0.5496 -4.3310
C: 0.9284 -0.6597 -2.7067
Cl: 1.0637 -2.5026 -2.3060
C: 2.0209 0.1202 -1.8087
Cl: 3.5366 0.5790 -2.8469
Nb: 1.3831 1.9110 -0.6040
I: 3.8094 1.6379 0.8958
C: 0.3844 0.4662 0.8794
O: -0.3894 1.1681 1.9582
C: -0.7861 0.0097 2.8300
C: 0.1958 -0.3730 4.0825
C: -0.2548 -1.7079 4.9840
C: -1.6043 -2.5248 4.5341
C: -2.5934 -2.0834 3.2686
C: -2.1603 -0.7745 2.3825
P: -0.8033 2.3191 -1.8903
C: -2.1764 1.1161 -1.2084
O: -0.5931 1.9889 -3.6261
H: 1.3809 0.5853 -4.6745
H: 2.1916 -1.2127 -4.6119
H: 0.3199 -1.0384 -4.8947
H: -0.1942 -0.4051 -2.5466
H: 2.4528 -0.6786 -1.0322
H: 2.2793 2.9680 -1.7878
H: 0.9923 3.3772 0.3754
H: 1.2864 -0.0567 1.4602
H: -0.2675 -0.3221 0.3049
H: 1.1641 0.2461 4.3120
H: 0.4310 -2.0190 5.8816
H: -1.8891 -3.4911 5.1696
H: -3.5531 -2.6864 2.9601
H: -2.7521 -0.3925 1.4479
H: -2.3436 1.4240 -0.0675
H: -1.8442 -0.0024 -1.1912
H: -3.2088 1.2498 -1.7751
H: 0.3408 2.3137 -3.8169

Values from the calculation:
**Net charge**: -1
**Highest occupied orbital energy**: -4.747 eV

=====

The following is a quantum chemistry calculation of a molecular structure, C11H18Cl2N2O2PPt, from the Open Molecules 2025 dataset.

Atoms and positions in Å:
C: 0.2553 3.1635 4.4711
C: 0.2479 2.0123 3.5408
H: 0.7189 2.8728 5.4074
H: -0.7602 3.5000 4.6521
H: 0.8189 3.9788 4.0181
O: 0.9531 1.0258 3.5437
Cl: -0.9871 2.2946 2.2404
Pt: -0.1296 0.0877 0.5120
P: 1.9801 0.5934 -0.1645
C: 3.0841 -0.8303 0.0763
C: 2.1100 0.9959 -1.9188
H: 2.0762 2.8731 0.6771
H: 3.7010 2.1492 0.3324
H: 2.7835 1.6760 1.8223
C: 2.7050 1.9746 0.7682
H: 1.4196 1.8085 -2.1695
H: 3.1486 1.2886 -2.1163
H: 4.0912 -0.5242 -0.2387
H: 2.7322 -1.6672 -0.5515
H: 1.8418 0.1174 -2.5147
H: 3.0936 -1.1525 1.1179
C: 0.2407 -1.2189 1.7519
O: 0.5607 -2.1116 2.4250
Cl: -0.8603 1.7944 -0.8940
N: -4.0004 -2.8769 -3.4826
C: -3.1927 -2.3805 -2.5183
C: -3.7135 -1.5965 -1.4625
C: -2.8362 -0.9628 -0.5957
N: -1.5051 -1.1250 -0.7225
C: -0.9877 -1.9282 -1.6625
C: -1.7925 -2.6075 -2.5597
H: -4.9890 -2.6990 -3.4751
H: -3.6023 -3.4282 -4.2275
H: -4.7765 -1.4823 -1.3077
H: -3.1555 -0.3124 0.2038
H: 0.1016 -2.0155 -1.6731
H: -1.3753 -3.2871 -3.3053

Values from the calculation:
**Spin multiplicity**: 5
**Relative energy (zero: lowest compared OMol25 entry of this formula, charge and spin)**: 0.00 kcal/mol
**Net charge**: +3
**Highest occupied orbital energy (alpha / beta)**: -17.343 / -19.913 eV
**Expectation value of S²**: 6.0655

=====

The following is a quantum chemistry calculation of a molecular structure, C11H18ClErIN2O2P, from the Open Molecules 2025 dataset.

Atoms and positions in Å:
C: 1.2668 3.5942 -2.0402
I: -0.9916 3.4049 -1.7450
H: 1.9019 2.7950 -1.5781
H: 1.5167 4.5523 -1.5700
H: 1.4203 3.6237 -3.1269
Er: 0.4073 1.1005 -0.7339
P: 0.1725 -0.9161 -2.7211
C: -1.1963 -1.0676 -3.9226
C: 1.5767 -0.6775 -3.8864
H: 1.3055 -2.8229 -1.7255
H: 0.6988 -3.2062 -3.3639
H: -0.4267 -3.1779 -1.9745
C: 0.4595 -2.7076 -2.4135
H: 2.5199 -0.7244 -3.3294
H: 1.5409 -1.4724 -4.6427
H: -0.8455 -1.5965 -4.8216
H: -1.5504 -0.0694 -4.2055
H: 1.5050 0.2997 -4.3769
H: -2.0324 -1.6191 -3.4754
C: -1.9604 0.2677 -1.1927
O: -3.0820 0.0742 -1.3820
Cl: 2.8192 0.6667 -0.7174
N: -0.2597 0.2892 6.5023
C: -1.0668 -0.3138 5.5658
O: -2.0781 -0.9311 5.8955
C: -0.6693 -0.1513 4.1169
C: 0.3650 0.6788 3.6748
C: 0.6240 0.8005 2.3102
N: -0.1750 0.2133 1.3714
C: -1.1075 -0.7025 1.7968
C: -1.4215 -0.8431 3.1501
H: -0.4695 0.0990 7.4687
H: 0.6203 0.7178 6.2805
H: 0.9596 1.2450 4.3802
H: 1.4746 1.3742 1.9355
H: -1.5838 -1.3076 1.0306
H: -2.2379 -1.4898 3.4657

Values from the calculation:
**Spin multiplicity**: 4
**Net charge**: +2
**Highest occupied orbital energy (alpha / beta)**: -15.333 / -15.333 eV
**Expectation value of S²**: 3.7532

=====

The following is a quantum chemistry calculation of a molecular structure, C11H18ClIN2O2PRh, from the Open Molecules 2025 dataset.

Atoms and positions in Å:
C: 1.1721 -1.4967 -1.2124
I: 2.9114 2.8895 -0.3165
H: 0.2004 -2.0736 -1.3245
H: 1.6647 -1.9141 -0.3519
H: 1.7766 -1.5021 -2.1052
Rh: -1.1036 -0.0315 -0.9065
P: -0.4991 0.4711 -2.9936
C: 1.0976 0.9357 -3.8311
C: -0.9541 -0.9881 -4.0004
H: -2.5717 1.6314 -3.0640
H: -1.6705 1.9179 -4.6217
H: -1.1875 2.7679 -3.1222
C: -1.5863 1.8211 -3.5203
H: -1.9020 -1.3789 -3.6043
H: -1.0651 -0.7668 -5.0744
H: 0.9669 1.0460 -4.9311
H: 1.8662 0.1624 -3.6685
H: -0.1804 -1.7645 -3.8815
H: 1.4790 1.8839 -3.4129
C: 1.0115 0.1748 -0.7089
O: 2.2266 -0.0339 -0.6994
Cl: -3.3165 0.2568 -0.6929
N: 0.8928 -0.8839 6.2718
C: -0.0953 -0.2385 5.6359
O: -0.9989 0.3018 6.2204
C: -0.1761 -0.1752 4.1102
C: 0.7947 -0.7360 3.2685
C: 0.6599 -0.6041 1.8875
N: -0.4117 -0.0914 1.3311
C: -1.3519 0.5160 2.0751
C: -1.2716 0.4479 3.4675
H: 0.9168 -0.8845 7.2627
H: 1.7102 -1.2425 5.8360
H: 1.6771 -1.2607 3.6421
H: 1.5566 -0.9963 1.3655
H: -2.1883 0.9719 1.6330
H: -2.0506 0.8675 4.0373

Values from the calculation:
**Spin multiplicity**: 5
**Relative energy (zero: lowest compared OMol25 entry of this formula, charge and spin)**: 36.13 kcal/mol
**Net charge**: +2
**Highest occupied orbital energy (alpha / beta)**: -15.350 / -15.350 eV
**Expectation value of S²**: 6.0212

=====

The following is a quantum chemistry calculation of a molecular structure, C11H18CrN3O6P, from the Open Molecules 2025 dataset.

Atoms and positions in Å:
O: 0.7107 -0.0236 -8.5969
C: 0.4668 -0.0749 -7.4763
Cr: 0.5648 0.4281 -2.5015
O: 2.7221 -1.6332 -1.8782
C: 1.8336 -0.9204 -2.1300
C: -0.5392 1.9750 -2.4670
O: -1.0494 3.0127 -2.3632
C: -0.8863 -0.7465 -2.3457
O: -1.7764 -1.5034 -2.3206
C: 2.0062 1.6455 -2.3525
O: 2.8076 2.3620 -1.9015
C: -2.1560 -1.0697 1.6320
N: -1.5956 -0.2551 0.5556
C: -2.5801 0.6326 -0.0492
P: 0.0107 0.0989 0.6548
O: 0.6090 0.7718 -0.5256
N: 0.2800 1.2285 1.8419
C: 0.9762 2.4757 1.5344
C: 0.0278 1.0132 3.2608
N: 0.5995 -1.4331 0.9529
C: 0.1174 -2.5747 0.1539
C: 1.9821 -1.6399 1.4007
H: -2.9394 -1.6981 1.1860
H: -2.6070 -0.4612 2.4291
H: -1.3848 -1.7150 2.0748
H: -2.7288 1.5414 0.5429
H: -2.3080 0.9143 -1.0616
H: -3.5209 0.0753 -0.0804
H: 0.5866 2.9592 0.6281
H: 0.8326 3.1559 2.3770
H: 2.0565 2.3211 1.4218
H: -0.9691 0.6001 3.4541
H: 0.7879 0.3461 3.6784
H: 0.0955 1.9752 3.7678
H: 0.6130 -2.6872 -0.8168
H: 0.3380 -3.4747 0.7420
H: -0.9586 -2.4969 -0.0026
H: 2.6824 -1.7554 0.5633
H: 2.3054 -0.8067 2.0286
H: 1.9872 -2.5631 1.9885

Values from the calculation:
**Spin multiplicity**: 4
**Net charge**: +3
**Highest occupied orbital energy (alpha / beta)**: -19.810 / -19.811 eV
**Expectation value of S²**: 3.7816

=====

Largest force on an atom for every record listed, in sequence, given in eV/Å: 5.3, 6.7, 0.5, 2.8, 0.4, 1.1, 2.1, 5.1, 7.8, 4.8, 5.4, 8.7.